# 1
A cluster of 2 separate species, C4H4F2NP in total in a non-equilibrium geometry, computed with ωB97M-V with the def2-TZVPD basis set.

ORCA input file:
```
! wB97M-V def2-TZVPD RIJCOSX def2/J DEFGRID3
* xyz 0 1
C 0.71 0.05 -0.71
C 0.52 0.03 0.73
C -0.52 -0.24 -1.31
C -0.80 -0.20 1.06
N -1.44 -0.35 -0.19
F -3.68 -0.85 0.80
F -3.30 2.38 0.14
P -3.01 -0.78 -0.66
H 1.65 0.26 -1.28
H 1.21 0.18 1.55
H -0.89 0.03 -2.32
H -1.50 -0.23 2.02
*
```

Computed properties:
Electronic energy in Ha: -750.528064
ΔE to the lowest compared entry with this formula, charge and spin in kJ/mol: 276.93
HOMO-LUMO gap (spin up / spin down) in eV: 5.4 / 5.4
Maximum force in eV/A: 4.331
HOMO (spin up / spin down) in eV: -8.39 / -8.36

# 2
A cluster of 2 separate species, C4H4F4N2O5S2 in total in a non-equilibrium geometry, computed with ωB97M-V with the def2-TZVPD basis set.

ORCA input file:
```
! wB97M-V def2-TZVPD RIJCOSX def2/J DEFGRID3
* xyz 0 1
O 1.38 -2.48 1.80
S 1.04 -1.29 1.13
O 1.30 -0.04 1.70
F 1.49 -1.40 -0.31
N -0.64 -1.25 0.82
C -1.26 -2.17 0.00
C -2.56 -1.78 -0.03
N -2.66 -0.67 0.77
C -1.49 -0.35 1.29
H -0.79 -2.99 -0.50
H -3.36 -2.23 -0.57
H -3.52 -0.17 0.90
H -1.26 0.47 1.94
C 2.30 1.92 -0.75
F 2.74 0.67 -0.97
F 2.13 2.06 0.57
F 3.27 2.75 -1.13
S 0.68 2.21 -1.57
O -0.14 1.18 -0.93
O 0.97 2.00 -2.96
O 0.35 3.56 -1.19
*
```

Computed properties:
Electronic energy in Ha: -1836.320605
HOMO-LUMO gap in eV: 7.7
Maximum force in eV/A: 1.598
HOMO in eV: -8.71